(1)
The ion C5H2O3S with charge -2, computed with the ωB97M-V functional and the def2-TZVPD basis.

- HOMO-LUMO gap (eV) = 5.4
- SMILES string = O=C/C=C(/[O-])OC#C[S-]

The geometry in ORCA input format:
```
! RIJCOSX wB97M-V def2-TZVPD def2/J DEFGRID3
* xyz -2 1
O 1.706 2.316 0.122
C 1.191 1.176 0.237
C 1.352 -0.007 -0.467
C 0.676 -1.264 -0.141
O 1.144 -2.386 -0.253
O -0.494 -1.250 0.536
C -1.480 -0.325 0.463
C -2.556 0.089 0.010
S -4.006 0.866 -0.215
H 0.288 0.921 0.924
H 2.177 -0.135 -1.215
*
```

Results of the natural (NBO) charge analysis, in e, for atoms 1 through 4: atom 1 (O): -0.756, atom 2 (C): 0.323, atom 3 (C): -0.624, atom 4 (C): 0.760



(2)
The ion C5H2O4 with charge -2, computed with the ωB97M-V functional and the def2-TZVPD basis.

- HOMO-LUMO gap (eV) = 6.7
- SMILES string = C#CC(C(=O)[O-])C(=O)[O-]

The geometry in ORCA input format:
```
! RIJCOSX wB97M-V def2-TZVPD def2/J DEFGRID3
* xyz -2 1
C -0.374 0.141 -1.254
C -0.118 0.018 -0.066
C -0.088 -0.537 1.265
C 0.258 -2.100 1.445
O 0.365 -2.809 0.431
O 0.476 -2.357 2.630
C -1.685 -0.019 1.894
O -2.688 -0.749 1.853
O -1.582 1.135 2.191
H -0.466 0.499 -2.337
H 0.758 0.049 1.879
*
```

Results of the natural (NBO) charge analysis, in e, for atoms 1 through 4: atom 1 (C): -0.426, atom 2 (C): 0.091, atom 3 (C): -0.574, atom 4 (C): 0.795



(3)
The molecule C5H2OS, computed with the ωB97M-V functional and the def2-TZVPD basis.

- HOMO-LUMO gap (eV) = 9.7
- SMILES string = C#CC#CC(=O)S

The geometry in ORCA input format:
```
! RIJCOSX wB97M-V def2-TZVPD def2/J DEFGRID3
* xyz 0 1
C -4.022 -0.271 0.000
C -2.831 -0.086 -0.003
C -1.468 0.133 0.006
C -0.278 0.296 0.002
C 1.165 0.535 -0.004
O 1.653 1.644 0.000
S 2.203 -0.906 -0.001
H -5.073 -0.464 -0.009
H 1.202 -1.832 0.012
*
```

Results of the natural (NBO) charge analysis, in e, for atoms 1 through 4: atom 1 (C): -0.111, atom 2 (C): -0.108, atom 3 (C): 0.000, atom 4 (C): -0.055



(4)
A cluster of 9 separate species, C5H30N2O8S in total, computed with the ωB97M-V functional and the def2-TZVPD basis.

- HOMO-LUMO gap (eV) = 8.6
- SMILES string = C[C@@H](N)CNCCS.O.O.O.O.O.O.O.O

The geometry in ORCA input format:
```
! RIJCOSX wB97M-V def2-TZVPD def2/J DEFGRID3
* xyz 0 1
C -1.348 0.996 -2.535
C -0.679 -0.267 -2.027
N 0.648 -0.403 -2.680
C -0.476 -0.192 -0.509
N -0.544 -1.550 0.117
C -0.435 -1.486 1.603
C 1.040 -1.411 2.013
S 1.207 -0.945 3.762
H -1.457 1.000 -3.626
H -2.395 1.058 -2.183
H -0.779 1.845 -2.245
H -1.342 -1.162 -2.293
H 1.241 -1.166 -2.285
H 0.593 -0.535 -3.725
H -1.229 0.525 -0.072
H 0.536 0.229 -0.228
H -1.386 -1.967 -0.143
H -0.933 -2.422 1.983
H -1.010 -0.627 2.052
H 1.546 -2.463 1.870
H 1.674 -0.664 1.397
H 1.707 0.330 3.617
O 2.473 1.817 2.092
H 3.107 2.520 2.079
H 2.821 1.185 1.431
O 1.995 1.860 -1.573
H 1.321 2.223 -0.921
H 1.495 1.228 -2.100
O -1.760 1.852 1.796
H -1.602 1.790 2.722
H -2.285 1.109 1.525
O 2.144 -2.314 -0.946
H 2.573 -1.573 -0.481
H 1.262 -2.310 -0.517
O 0.458 2.632 0.512
H -0.376 2.368 0.900
H 1.105 2.470 1.146
O -3.332 -0.265 1.287
H -4.333 -0.098 1.362
H -3.258 -0.780 0.487
O -3.454 -1.719 -0.963
H -3.048 -1.443 -1.795
H -3.710 -2.648 -1.077
O 3.248 0.262 0.049
H 2.762 0.856 -0.618
H 4.218 0.252 -0.258
*
```

Results of the natural (NBO) charge analysis, in e, for atoms 1 through 4: atom 1 (C): -0.617, atom 2 (C): -0.044, atom 3 (N): -0.900, atom 4 (C): -0.254



(5)
A structure of composition C5H30N2O9, computed with the ωB97M-V functional and the def2-TZVPD basis.

- HOMO-LUMO gap (eV) = 8.6

The geometry in ORCA input format:
```
! RIJCOSX wB97M-V def2-TZVPD def2/J DEFGRID3
* xyz 0 1
C -2.272 -0.472 2.996
C -0.828 -0.597 2.519
C 0.146 -0.336 3.667
C 1.578 -0.106 3.204
C 1.881 0.886 2.373
N 3.117 1.020 1.755
N -0.563 -1.859 1.839
H -2.519 0.557 3.258
H -2.420 -1.005 3.937
H -2.968 -0.696 2.193
H -0.627 0.231 1.831
H -0.061 0.571 4.239
H 0.024 -1.176 4.358
H 2.303 -0.811 3.587
H 1.131 1.612 2.082
H 3.926 0.598 2.181
H 3.412 1.866 1.325
H -1.343 -2.182 1.286
H -0.282 -2.554 2.520
H 0.083 1.912 -1.001
H -1.183 2.846 -0.958
O -0.680 2.205 -0.480
H 0.879 -1.289 0.736
H 2.003 -0.312 0.658
O 1.649 -1.067 0.164
H -1.400 -2.135 -2.093
H -2.162 -1.275 -1.139
O -1.431 -1.897 -1.160
H 0.822 -1.563 -1.776
H 1.328 -2.588 -2.893
O 0.946 -1.725 -2.729
H 1.848 1.502 -2.153
H 2.683 2.636 -1.671
O 1.895 2.147 -1.421
H -2.460 -0.209 -3.585
H -3.535 0.343 -2.489
O -3.326 -0.300 -3.163
H -2.357 1.963 0.554
H -2.578 0.513 0.550
O -3.063 1.327 0.702
H 1.993 -0.212 -2.773
H 2.382 0.412 -1.520
O 2.272 0.662 -2.452
H -0.228 0.617 -4.382
H -0.079 -0.771 -3.732
O -0.728 -0.170 -4.156
*
```

Results of the natural (NBO) charge analysis, in e, for atoms 1 through 4: atom 1 (C): -0.622, atom 2 (C): -0.055, atom 3 (C): -0.433, atom 4 (C): -0.288



(6)
A cluster of 11 separate species, C5H30NO12 in total, computed with the ωB97M-V functional and the def2-TZVPD basis.

- HOMO-LUMO gap (eV) = 8.9

The geometry in ORCA input format:
```
! RIJCOSX wB97M-V def2-TZVPD def2/J DEFGRID3
* xyz -1 1
C -0.436 -0.713 0.374
N -1.418 0.293 0.836
C -2.695 0.134 0.090
C -0.972 2.183 2.362
C -0.977 1.741 0.907
C 0.361 1.927 0.268
O 1.420 1.854 0.931
O 0.347 2.129 -0.982
H 0.579 -0.401 0.643
H -0.490 -1.113 -0.673
H -0.727 -1.554 1.035
H -3.251 -0.500 0.784
H -2.459 -0.486 -0.879
H -3.383 0.872 -0.242
H -0.848 3.220 2.105
H -1.763 1.931 3.100
H 0.024 2.066 2.842
H -1.802 2.357 0.402
H -0.447 3.105 -1.855
H -0.370 3.803 -3.310
O -0.747 3.845 -2.450
H -1.809 -4.154 -0.481
H -1.577 -2.870 -1.412
O -2.194 -3.456 -1.023
H 2.588 -3.063 -1.029
H 1.420 -2.296 -1.524
O 1.657 -3.170 -1.123
H 0.554 -4.155 -0.167
H -0.287 -4.514 1.149
O -0.139 -4.676 0.230
H -0.920 0.984 -1.952
H -1.818 1.697 -2.878
O -1.409 0.836 -2.816
H 3.021 -0.825 -2.378
H 3.381 -0.351 -1.234
O 3.087 -1.229 -1.517
H -1.840 -1.375 4.006
H -1.922 -0.706 2.653
O -2.519 -1.234 3.373
H 3.972 0.666 0.741
H 3.327 2.044 0.217
O 3.780 1.219 -0.112
H 1.675 1.075 -1.698
H 0.968 0.688 -2.930
O 1.867 0.930 -2.658
H 1.853 0.929 2.187
H 1.248 -0.046 3.139
O 2.090 0.358 2.949
*
```

Results of the natural (NBO) charge analysis, in e, for atoms 1 through 4: atom 1 (C): -0.439, atom 2 (N): -0.486, atom 3 (C): -0.442, atom 4 (C): -0.647



(7)
A cluster of 10 separate species, C5H31N2O10 in total, computed with the ωB97M-V functional and the def2-TZVPD basis.

- HOMO-LUMO gap (eV) = 9.1

The geometry in ORCA input format:
```
! RIJCOSX wB97M-V def2-TZVPD def2/J DEFGRID3
* xyz -1 1
N -2.197 1.341 -3.786
C -2.904 0.277 -3.051
C -2.596 0.201 -1.529
N -1.155 0.425 -1.303
C -0.397 -0.749 -1.773
C -0.933 0.678 0.158
C 0.500 1.106 0.380
O 1.148 0.456 1.450
H -1.617 1.844 -3.115
H -1.476 0.872 -4.330
H -2.767 -0.701 -3.507
H -3.974 0.503 -3.125
H -2.819 -0.828 -1.229
H -3.107 0.982 -0.966
H 0.001 -0.467 -2.753
H -0.967 -1.678 -1.663
H 0.529 -0.851 -1.194
H -1.748 1.359 0.409
H -1.124 -0.242 0.726
H 0.681 2.179 0.599
H 1.128 1.006 -0.513
H 3.647 -2.926 -0.738
H 2.132 -2.986 -0.731
O 2.895 -3.181 -1.281
H 0.605 2.755 -2.002
H 1.810 2.938 -1.297
O 1.131 3.509 -1.688
H 3.126 0.728 3.793
H 2.836 0.828 2.286
O 3.539 0.935 2.950
H -1.040 -1.041 3.520
H -2.605 -0.983 3.598
O -1.816 -0.746 4.093
H -2.030 -2.667 0.537
H -1.243 -2.219 1.775
O -2.169 -2.465 1.468
H -0.332 2.103 3.835
H -1.400 1.049 4.199
O -1.125 1.973 4.363
H 0.488 -1.815 3.211
H 0.594 -0.342 1.988
O 0.049 -1.482 2.420
H 2.152 -1.167 1.042
H 3.419 -0.936 1.670
O 3.100 -1.445 0.912
H 2.417 0.349 -2.615
H 2.903 0.471 -3.973
O 2.709 1.048 -3.221
*
```

Results of the natural (NBO) charge analysis, in e, for atoms 1 through 4: atom 1 (N): -0.833, atom 2 (C): -0.232, atom 3 (C): -0.230, atom 4 (N): -0.460



(8)
A cluster of 9 separate species, C5H31N2O8 in total, computed with the ωB97M-V functional and the def2-TZVPD basis.

- HOMO-LUMO gap (eV) = 9.0

The geometry in ORCA input format:
```
! RIJCOSX wB97M-V def2-TZVPD def2/J DEFGRID3
* xyz 1 1
N -0.555 0.194 -0.502
C -1.211 0.567 0.816
C -0.251 1.251 1.773
C -1.625 -0.864 1.352
N -3.047 -0.897 0.792
C -3.212 -2.002 -0.153
C -4.077 -0.982 1.971
H -0.227 1.038 -1.061
H 0.259 -0.423 -0.508
H -1.236 -0.217 -1.120
H -2.115 1.089 0.594
H -0.592 1.050 2.759
H 0.747 0.840 1.604
H 0.043 2.283 1.592
H -0.987 -1.656 0.968
H -1.722 -0.762 2.431
H -4.308 -2.070 -0.380
H -2.632 -1.610 -1.040
H -2.804 -2.952 0.200
H -4.856 -1.613 1.460
H -4.434 0.026 2.127
H -3.642 -1.256 2.912
H 1.786 -0.663 -2.730
H 2.414 -0.455 -1.315
O 1.595 -0.452 -1.821
H 2.638 1.514 1.459
H 3.828 2.401 1.349
O 3.174 1.912 0.768
H -0.945 0.600 -3.688
H -0.270 -0.780 -4.045
O -1.013 -0.351 -3.561
H 1.040 3.426 -0.128
H 2.019 2.586 -0.920
O 1.063 2.847 -0.903
H -3.309 1.940 -3.143
H -2.309 2.980 -3.241
O -2.384 2.085 -2.905
H 4.877 -0.412 -1.494
H 3.905 0.778 -0.950
O 4.349 -0.063 -0.770
H 3.275 -0.658 1.633
H 3.245 -0.592 3.234
O 2.957 -0.177 2.418
H 3.025 -3.788 0.705
H 4.239 -2.839 0.761
O 3.285 -2.869 0.700
*
```

Results of the natural (NBO) charge analysis, in e, for atoms 1 through 4: atom 1 (N): -0.712, atom 2 (C): -0.033, atom 3 (C): -0.635, atom 4 (C): -0.244



Table of F_max (eV/A), in record order: 2.3; 3.7; 1.0; 3.1; 15.8; 4.3; 2.3; 4.1
Table of E_LUMO (hartree), in record order: 0.21190; 0.25093; -0.01918; -0.00151; 0.00950; 0.09955; 0.09476; -0.08841
Table of HOMO level (eV), in record order: 0.34; 0.09; -10.25; -8.68; -8.31; -6.17; -6.50; -11.41